# 1
Molecular formula: C4H6F3NO2S
Method: DFT, ωB97M-V/def2-TZVPD

Geometry as XYZ:
```
17
Properties=species:S:1:pos:R:3:forces:R:3:nbo_charge:R:1
S 0.9683 -1.2955 -0.3335 -3.6091 1.3477 -0.4617 2.31
F -2.4194 -0.2299 -1.1106 0.9164 1.0647 0.5455 -0.33
F -1.1135 1.5402 -1.5435 -0.7003 -1.1452 0.3501 -0.34
F -2.2417 1.4696 0.2824 -0.4993 -0.2896 0.0710 -0.31
O 2.2685 -0.7830 -0.5729 0.9214 -0.7617 -0.7515 -0.92
O 0.6094 -2.3423 0.5299 0.6434 -1.9346 1.5125 -0.93
N 0.1592 -1.7196 -1.7468 -0.9550 0.5846 0.9055 -1.06
C -1.5956 0.7115 -0.5770 3.8084 -0.6194 1.3383 1.02
C 0.9135 1.2764 0.8033 -0.5637 -0.0668 0.4550 -0.45
C 0.0681 0.1060 0.3824 -2.0938 1.2672 -2.2440 -0.36
C 0.2423 0.3745 1.8413 -2.5361 0.4123 0.4176 -0.44
H 1.9863 1.1193 0.6328 -0.5579 0.2659 0.2080 0.26
H 0.5236 -1.0959 -2.4420 -0.4178 0.2563 -0.8818 0.39
H -0.9353 -1.7403 -1.6574 3.0742 0.1518 -0.1295 0.43
H -0.7630 0.6285 2.3777 2.0853 0.1743 -1.0656 0.24
H 0.7954 -0.3166 2.4554 0.3390 -0.2100 -0.2478 0.25
H 0.5339 2.2971 0.6785 0.1450 -0.4973 -0.0215 0.24
```
Forces are in eV/Å.

Properties
HOMO-LUMO gap   0.4228 Eh
E   -1058.928926 Eh
Total charge   0
Molecular weight   189.16 g mol⁻¹
LUMO   0.53 eV

***

# 2
Molecular formula: C3H4N2O
Method: DFT, ωB97M-V/def2-TZVPD

Geometry as XYZ:
```
10
Properties=species:S:1:pos:R:3:forces:R:3:nbo_charge:R:1
O -0.7715 -0.1786 -0.7053 -0.0943 0.0663 0.2271 -0.47
N 1.3191 0.1813 0.7768 -0.0054 -0.2024 -0.6936 -0.60
N -1.9022 0.4044 1.1820 0.4188 -0.0521 -0.1347 -0.71
C 1.6196 -0.1567 -0.3556 -0.2610 0.1769 0.5817 0.20
C -0.8334 0.1898 0.5625 -0.2548 0.0288 0.0582 0.47
C 0.4837 -0.3998 -1.3262 0.1730 -0.0592 -0.1877 -0.16
H 0.7414 0.4312 1.5737 -0.0016 0.0130 0.0452 0.46
H 0.5220 -1.4330 -1.6809 0.0164 0.1303 0.0603 0.22
H -1.7581 0.6798 2.1484 0.0005 -0.0227 -0.0733 0.36
H 0.5793 0.2817 -2.1754 0.0083 -0.0789 0.1169 0.22
```
Forces are in eV/Å.

Properties
HOMO-LUMO gap   0.2961 Eh
E   -301.289131 Eh
Total charge   0
Molecular weight   84.08 g mol⁻¹
LUMO   0.08 eV

***

# 3
Molecular formula: C4H6NO2S2
Method: DFT, ωB97M-V/def2-TZVPD

Geometry as XYZ:
```
15
Properties=species:S:1:pos:R:3:forces:R:3:nbo_charge:R:1
S -1.3581 -1.8297 0.2470 -0.6634 -0.1329 -0.6234 0.22
S -3.1688 -0.7841 -0.6714 2.2511 -1.0373 0.7281 -0.52
O -3.1503 -0.2257 2.1783 -0.4210 -1.0331 1.0974 -0.63
O -2.7002 1.5000 0.7852 0.4121 1.3343 -0.1384 -0.67
N 0.3083 -1.3854 0.1927 -2.3418 1.7802 -1.7958 -0.56
C -2.9648 0.4334 1.2270 -0.2368 0.6315 -0.6803 0.94
C 2.3359 -0.4759 0.0029 1.2312 1.4519 1.6301 -0.64
C 0.4162 0.9688 -0.9019 -0.0163 -2.2239 -1.0936 -0.67
C 0.8519 -0.3353 -0.3426 1.2675 -2.7625 3.0666 0.23
H 2.5938 -1.0192 0.9697 -1.0872 1.0281 -0.6557 0.22
H -0.3622 1.4073 -0.3688 -1.7729 0.5316 0.6843 0.26
H 2.8787 -1.1307 -0.6160 0.6161 -0.5047 -1.7303 0.21
H 2.8533 0.5299 0.0371 -0.3234 -1.0696 -0.1131 0.18
H 1.2719 1.5442 -0.7849 1.3917 1.5375 -0.2507 0.20
H 0.1943 0.8023 -1.9542 -0.3070 0.4689 -0.1253 0.23
```
Forces are in eV/Å.

Properties
HOMO-LUMO gap   0.2591 Eh
E   -1157.645277 Eh
Total charge   -1
Molecular weight   164.23 g mol⁻¹
LUMO   3.46 eV

***

# 4
Molecular formula: C34H48ClO9P2Se2SnTe3
Method: DFT, ωB97M-V/def2-TZVPD

Geometry as XYZ:
```
100
Properties=species:S:1:pos:R:3:forces:R:3:lowdin_charge:R:1
Te 1.0507 -2.4543 -0.0617 1.1341 -2.0869 0.9317 1.43
Te 4.8813 2.4602 -0.3913 -0.0502 0.3445 -0.3028 0.36
Te 4.1577 1.4656 2.0332 0.4185 0.3480 0.4123 0.63
Sn 1.2528 0.4364 -0.7112 -0.0573 1.4858 0.1063 0.97
Se 2.9298 3.4564 -1.3299 0.1141 -0.0841 0.1521 -0.15
Se 4.2710 0.0190 -0.0099 0.3306 -0.5943 -0.1783 -0.13
Cl 0.1966 -1.1007 8.5846 -0.0820 -0.1452 0.2095 0.68
P -1.6021 -0.4993 -2.0023 -0.1976 -0.7597 -0.3600 0.41
P -1.4969 2.3406 -2.0997 -0.4886 0.7456 -0.0528 0.46
O -0.3993 2.1220 -1.1483 0.2192 -0.0999 0.4644 -0.38
O -2.3745 3.6105 -1.7913 0.2469 -0.2428 -0.6834 -0.17
O 1.2619 0.9868 1.3721 -0.3049 -0.3315 -0.7167 -0.37
O -2.3551 -1.8178 -2.4014 0.3821 0.6281 -0.1891 -0.18
O -0.9155 2.5515 -3.5293 -0.1305 -0.0562 0.0655 -0.16
O -0.9849 -0.5339 -0.6612 0.0726 0.2691 0.6292 -0.49
O -0.8852 1.4523 1.7864 -0.8905 0.1170 -0.0682 0.07
O -0.4412 -0.3257 -3.0408 -0.5619 -0.1093 -0.1060 -0.25
O 1.7841 2.0742 3.9109 -0.0338 -0.0034 0.3604 -0.14
C 0.6278 -0.1538 7.2076 -0.0450 0.1422 -0.2405 -0.69
C 0.0459 0.8743 5.1260 0.1158 0.1890 -0.1919 0.00
C 2.9157 -2.1315 2.4111 0.1986 0.0139 -0.4087 -0.18
C 1.3477 1.3309 4.9798 -0.1067 -0.0815 0.2362 -0.22
C 3.8867 -3.7936 -0.4722 0.0471 0.4663 -0.0003 -0.15
C 2.5228 -4.0345 -0.3921 -0.3660 0.4432 -0.1353 -0.46
C 3.7117 1.5143 5.8013 -0.0651 0.0520 -0.1137 -0.03
C 1.9308 0.2984 7.0685 -0.1536 0.0804 -0.0991 -0.08
C 0.8911 -2.1834 4.2943 -0.0138 -0.0808 0.0327 -0.07
C 4.7767 -4.8438 -0.6308 0.0675 -0.0040 0.0013 -0.07
C 1.0682 -1.8973 -4.0353 -0.0998 0.4294 0.1831 -0.03
C 4.3121 -6.1426 -0.7494 -0.0178 0.0495 -0.0301 -0.07
C -1.2397 -1.5887 -5.0296 0.0835 0.1264 0.1815 -0.04
C 2.3050 1.0381 5.9614 -0.0708 0.0690 -0.1778 -0.21
C -2.8005 3.8560 -0.4266 -0.4311 0.3567 0.6487 -0.44
C 0.2890 1.6075 1.9950 0.7674 0.0520 0.2515 -0.61
C 2.0602 -5.3400 -0.5181 -0.2960 0.2132 0.0574 -0.14
C 2.2080 -2.0568 4.7000 -0.0609 -0.0104 0.0643 -0.06
C -3.6006 -1.9466 -0.2612 0.2753 -0.1354 -0.1364 -0.04
C -4.3164 3.9786 -0.4343 0.3530 -0.1273 -0.0991 -0.03
C 0.8073 2.6205 3.0436 -0.0788 -0.1120 -0.3408 -0.10
C -3.4550 -2.4355 -1.6910 -0.7415 -0.4528 0.1481 -0.40
C 3.2176 -2.0160 3.7554 0.1192 -0.0004 0.0557 -0.07
C -1.6126 3.2189 -4.6023 -0.0934 0.2425 -0.7594 -0.43
C -1.4655 2.3388 -5.8331 -0.0817 0.0866 0.3267 -0.03
C 2.9502 -6.3863 -0.7015 0.0015 -0.0721 0.0174 -0.08
C 0.5805 -2.2703 2.9471 -0.0357 -0.0287 -0.1699 -0.12
C -0.9596 4.5722 -4.8124 -0.1687 -0.2525 0.2472 -0.02
C -0.0764 -0.9328 -4.3071 0.3095 -0.1538 -0.5466 -0.39
C 1.5989 -2.2628 2.0073 -0.4575 0.0389 -0.3200 -0.47
C -0.3156 0.1345 6.2400 0.1062 0.0208 0.2249 -0.11
C -2.1447 5.1439 0.0434 0.0303 -0.3789 -0.1950 -0.02
C -4.7303 -2.2241 -2.4950 0.4213 -0.1122 -0.0028 -0.03
C -2.6741 0.9391 -2.1716 0.9053 -0.0103 0.0520 -0.16
H -4.6072 4.7700 -1.1226 -0.0693 0.0479 -0.0271 0.09
H -2.1076 -0.9309 -5.0385 -0.0918 -0.0066 -0.0609 0.07
H 0.9979 -5.5341 -0.4662 -0.0577 -0.0895 0.0080 0.09
H -0.0321 3.0501 3.6008 0.1187 -0.1188 -0.0778 0.14
H -2.4709 5.9687 -0.5866 -0.0065 0.0920 -0.0472 0.09
H -4.0856 -0.9717 -0.2340 -0.0657 0.0646 0.0860 0.08
H -3.3318 0.9841 -1.3065 -0.0465 0.0210 0.1111 0.08
H 2.4482 -1.9813 5.7480 -0.0102 -0.0502 0.1007 0.11
H -1.3291 -0.2158 6.3476 -0.1226 -0.0626 0.0357 0.11
H -4.7901 3.0501 -0.7477 -0.0801 -0.0536 0.0001 0.07
H -1.5113 -2.5228 -4.5466 -0.0662 -0.0513 -0.0679 0.08
H 1.8893 -1.3606 -3.5497 -0.0251 -0.1314 -0.0591 0.08
H -1.9285 2.8054 -6.6970 -0.0745 0.0580 -0.0758 0.09
H 4.1028 1.1981 4.8329 0.1522 -0.0224 0.0844 -0.01
H -1.0634 5.0540 -0.0201 0.1131 0.0455 0.0673 0.08
H 0.1032 -2.2203 5.0273 -0.1010 -0.0148 0.0931 0.11
H 4.2675 -2.7765 -0.4197 -0.0121 -0.1725 0.0118 0.03
H 1.4275 -2.3188 -4.9696 0.0525 -0.0759 -0.0735 0.10
H 3.7171 -2.1386 1.6819 -0.0103 -0.0347 0.0802 0.04
H 2.6626 0.0763 7.8290 0.0810 -0.0587 0.1136 0.12
H -0.9579 -1.7901 -6.0611 0.0834 0.0124 -0.0276 0.10
H 0.2892 -0.0824 -4.8935 -0.0737 -0.1217 0.1003 0.14
H -2.4337 5.3533 1.0699 0.0173 0.0007 0.0966 0.09
H 5.0087 -6.9550 -0.8950 0.0264 -0.0618 0.0317 0.11
H -2.6657 3.3412 -4.3260 0.0791 -0.0324 -0.0316 0.14
H -1.9198 1.3634 -5.6777 -0.0567 -0.1193 -0.0056 0.06
H 4.2463 -1.9085 4.0675 0.1163 -0.0280 0.0067 0.11
H 0.7347 -2.7043 -3.3811 -0.0181 -0.0793 -0.0303 0.08
H -1.1274 5.2150 -3.9546 -0.0512 0.1459 0.0783 0.08
H -2.4705 3.0120 0.1909 -0.0209 0.1158 0.0420 0.13
H -3.1950 -3.5005 -1.7019 -0.0130 0.2143 0.0621 0.15
H 0.1109 4.4335 -4.9287 0.1562 0.0048 -0.1096 0.09
H -1.3649 5.0361 -5.7057 -0.0317 0.1472 -0.0762 0.09
H -0.4066 2.2056 -6.0354 0.1444 -0.0548 -0.0984 0.09
H 1.3210 3.4135 2.4866 -0.1082 -0.1007 0.0984 0.13
H 2.5804 -7.3961 -0.7985 -0.0677 -0.0648 -0.0056 0.11
H -4.6643 4.2359 0.5618 -0.0802 -0.0171 0.0942 0.09
H -4.2042 -2.6559 0.2981 -0.1373 0.0025 0.0206 0.10
H -2.6268 -1.8628 0.2118 -0.0507 -0.0750 0.1799 0.06
H 3.7500 2.6017 5.8301 0.0943 0.1107 -0.0245 0.10
H -5.5239 -2.8232 -2.0601 -0.1590 -0.0353 0.0346 0.09
H -0.4468 -2.3536 2.6218 -0.0996 -0.0413 0.0773 0.10
H -4.5861 -2.5298 -3.5280 -0.0269 -0.0652 -0.0883 0.08
H 5.8374 -4.6470 -0.6630 0.0987 0.0585 -0.0461 0.11
H -0.6962 1.0708 4.3698 -0.1127 0.0380 -0.1120 0.11
H -3.2585 0.9331 -3.0894 0.0282 0.0629 -0.1017 0.09
H 4.3483 1.1157 6.5848 0.0893 -0.0094 0.0457 0.09
H -5.0326 -1.1790 -2.4814 -0.0427 0.1230 0.0506 0.08
```
Forces are in eV/Å.

Properties
HOMO-LUMO gap   0.2324 Eh
E   -8965.705244 Eh
Total charge   +1
Molecular weight   1357.58 g mol⁻¹
LUMO   -3.56 eV

***

# 5
Molecular formula: C3H4N2O3
Method: DFT, ωB97M-V/def2-TZVPD

Geometry as XYZ:
```
12
Properties=species:S:1:pos:R:3:forces:R:3:nbo_charge:R:1
O 0.4729 1.6591 1.2311 -0.9163 3.1116 5.8119 -0.51
O 0.1375 -0.4978 2.2149 0.1103 -2.4769 -1.6689 -0.60
O -0.2513 0.7965 -0.7419 0.6132 -0.8960 -0.0638 -0.39
N 0.6686 0.6746 0.4790 0.0687 -1.4475 -3.6362 0.12
N -0.7896 -0.5222 -2.5746 -5.5316 1.6334 1.5206 -0.80
C 0.2843 -0.5744 0.9817 -0.0132 -0.9760 0.7103 0.62
C 0.2008 -1.4560 -0.3291 -3.1224 0.7271 -0.8598 -0.49
C -0.3082 -0.4696 -1.2256 0.8871 -0.3386 1.3393 0.51
H -1.1612 0.5934 -2.6985 1.3264 -3.8952 0.0923 0.40
H -1.9427 -1.0995 -2.4842 4.6897 2.1293 -0.4060 0.39
H -0.1514 -2.5470 -0.6907 1.2994 2.4428 1.8870 0.26
H 0.1687 1.3233 2.3477 0.5887 -0.0140 -4.7265 0.50
```
Forces are in eV/Å.

Properties
HOMO-LUMO gap   0.3431 Eh
E   -451.701774 Eh
Total charge   0
Molecular weight   116.08 g mol⁻¹
LUMO   -0.04 eV

***

# 6
Molecular formula: C5H8O2
Method: DFT, ωB97M-V/def2-TZVPD

Geometry as XYZ:
```
15
Properties=species:S:1:pos:R:3:forces:R:3:nbo_charge:R:1
O -0.8237 0.3773 -1.8631 -0.0017 0.1534 -0.3533 -0.73
O 2.6094 -1.2470 -1.3752 0.4901 1.1520 -1.4407 -0.62
C -0.6293 -0.1686 -0.5794 -0.4135 0.0009 0.6380 0.05
C 2.5021 -2.0277 -0.3844 -0.5826 -1.1831 1.5111 0.11
C -0.9632 1.6667 1.5586 0.0556 0.1204 0.1302 -0.66
C -1.7744 -0.5576 0.2928 0.8803 0.7555 -0.2114 -0.24
C -1.1220 0.5202 0.6516 -0.1752 -0.7806 -0.6523 0.02
H -1.7063 0.7576 -1.9216 -0.0144 -0.0210 0.1162 0.46
H -1.1374 1.3576 2.5891 -0.0137 0.0706 0.0338 0.23
H -1.6884 2.4431 1.3108 0.0257 0.0536 0.0364 0.23
H 3.4795 -2.3041 0.0831 0.2875 0.3486 -0.4613 0.05
H -2.5667 -1.2490 0.4482 -0.4004 -0.3224 0.1384 0.22
H 0.0368 2.0901 1.4723 -0.0294 0.0351 0.0573 0.22
H 0.2935 -0.7322 -0.5981 0.0047 -0.0479 0.0611 0.18
H 3.4902 -0.9264 -1.6846 -0.1132 -0.3353 0.3964 0.47
```
Forces are in eV/Å.

Properties
HOMO-LUMO gap   0.3320 Eh
E   -345.578079 Eh
Total charge   0
Molecular weight   100.12 g mol⁻¹
LUMO   0.57 eV

***

# 7
Molecular formula: C2H3OPr
Method: DFT, ωB97M-V/def2-TZVPD

Geometry as XYZ:
```
7
Properties=species:S:1:pos:R:3:forces:R:3:mulliken_spin:R:1
Pr -0.5430 -0.8986 -1.4725 0.2543 0.1834 0.5649 2.44
O 0.8773 0.8639 -0.6199 -0.1325 -0.7379 -1.4286 0.15
C 0.2499 1.9036 0.6295 -0.9415 -2.0565 0.2753 0.16
C 0.2556 0.5818 0.9975 -0.7301 1.4284 -1.1776 -0.01
H -0.0425 2.4300 1.5569 0.5627 0.7608 2.4545 0.18
H 0.3111 2.8983 0.1610 -0.2648 0.2415 -0.9670 0.08
H 1.8158 0.9853 -0.8268 1.2519 0.1804 0.2786 0.00
```
Forces are in eV/Å.

Properties
HOMO-LUMO gap (spin up / spin down)   0.2029 / 0.2855 Eh
E   -668.623343 Eh
Total charge   +3
<S²>   3.813
Molecular weight   183.95 g mol⁻¹
LUMO (spin up / spin down)   -18.98 / -17.48 eV
Multiplicity   4